[1]
Molecular formula: C37H43BN8SSbY
Method: DFT, the ωB97M-V functional and the def2-TZVPD basis

Its total charge is +2. The calculation puts the energy above the lowest of the compared OMol25 structures with the same formula, charge and spin at 0.009 eV. The calculation puts the highest occupied orbital energy at -13.7 eV. As for the maximum force: 0.7 eV/A. The total energy comes out at -2575.06517 hartree. The value obtained for the orbital gap is 0.3074 hartree.

The geometry in XYZ format:
```
92
C37H43BN8SSbY | the OMol25 dataset | the ωB97M-V functional and the def2-TZVPD basis
Sb -0.56198 2.03213 -1.79554
Y 0.20603 -0.70908 1.25145
S 0.63192 0.09579 -1.34468
N -2.02029 -0.72725 0.56840
N -2.85244 -0.45091 1.60158
N 1.03948 -4.69680 -0.66087
N 3.19305 -3.70121 -1.09998
N -1.71875 -1.64669 3.48654
N 2.75261 -4.71133 1.03909
N 1.65558 -2.59172 0.45838
N -0.72623 -2.28874 2.80698
C -4.65545 2.05296 -3.17047
C 2.15006 4.96874 -4.51738
C -1.66030 -3.69482 4.30295
C 1.36677 0.55883 3.55101
C 1.11832 1.58495 2.63894
C -3.48047 2.34869 -2.49078
C 2.71957 -2.43360 -0.60268
C 3.16081 -0.22372 2.14484
C -4.11705 -0.46298 1.18011
C 3.86385 1.06853 0.08073
C 1.90079 1.71115 1.50250
C -2.35517 0.56858 -3.70775
C 0.62639 3.29180 -2.95588
C -0.65395 4.84926 1.50388
C 0.84884 5.32531 -4.19392
C 2.69088 3.77399 -4.06475
C -2.34751 1.59279 -2.76642
C -4.68178 1.02711 -4.10112
C -0.32422 4.18151 0.33169
C 2.07159 -4.44671 -1.67329
C -2.45507 3.29861 1.89609
C 3.75772 -4.47780 0.00123
C -3.54021 0.28694 -4.37509
C -2.28127 -2.46058 4.37713
C -1.71261 4.40367 2.28210
C -0.70868 -3.53818 3.31201
C 1.63176 -5.44253 0.44893
C 2.36678 -0.36488 3.28884
C -1.05888 3.05880 -0.04303
C -2.13684 2.62217 0.72426
C 0.55844 -3.43234 -0.17075
C -2.79155 -0.91764 -0.51227
C 0.07322 4.48509 -3.40999
C 2.30135 -3.43762 1.53389
C -4.12781 -0.75966 -0.17610
C 1.92692 2.92321 -3.27898
C 2.95932 0.82379 1.24683
B -2.18064 -0.25951 2.99605
H -2.87671 0.28480 3.78527
H 2.30421 -1.84802 -1.42109
H 1.71940 2.52465 0.81391
H 3.97985 -0.91217 1.97928
H 0.32761 2.30171 2.82887
H 3.70315 3.50250 -4.33104
H -3.46102 3.14901 -1.76209
H 0.86927 -5.62444 1.20839
H 0.75457 0.48657 4.43976
H -1.86793 -4.57465 4.88403
H 2.74595 5.62681 -5.13480
H 3.33195 1.59062 -0.71317
H -1.46306 -0.00957 -3.91760
H 3.15744 -2.88020 1.91323
H 4.60456 -3.93979 0.43056
H -0.21762 -3.59685 0.58168
H 0.43638 6.25609 -4.55841
H -4.92896 -0.26797 1.86094
H 1.59688 -3.57597 2.34796
H -1.15629 0.41009 2.79698
H 2.55334 -1.17106 3.98693
H 4.69647 1.69958 0.39959
H -0.09098 5.72393 1.80165
H -0.94527 4.76249 -3.16172
H -3.29197 2.96949 2.49811
H 2.32964 1.97657 -2.93746
H -0.02742 -4.28776 2.95283
H 2.43384 -5.39993 -2.05671
H -5.59981 0.80510 -4.62843
H 1.99136 -6.40364 0.08234
H -3.57119 -0.50365 -5.11255
H 1.63917 -3.87734 -2.49722
H -3.09061 -2.11596 4.99880
H -2.34849 -1.15006 -1.46641
H 0.14152 -2.85116 -1.00057
H 4.28803 0.15318 -0.32619
H -2.73929 1.78151 0.40754
H -4.98176 -0.84980 -0.82314
H 0.49471 4.53651 -0.28455
H -5.54816 2.63156 -2.97288
H 3.54888 -1.88947 -0.14728
H -1.97259 4.93633 3.18730
H 4.10805 -5.43769 -0.37733
```

[2]
Molecular formula: C37H43FKN7O5S
Method: DFT, the ωB97M-V functional and the def2-TZVPD basis

Its total charge is 0. The calculation puts the energy above the lowest of the compared OMol25 structures with the same formula, charge and spin at 0.248 eV. The calculation puts the highest occupied orbital energy at -5.8 eV. As for the maximum force: 0.2 eV/A. The total energy comes out at -3293.23952 hartree. The value obtained for the orbital gap is 0.1469 hartree.

The geometry in XYZ format:
```
95
C37H43FKN7O5S | the OMol25 dataset | the ωB97M-V functional and the def2-TZVPD basis
K 2.47982 0.32582 0.38063
S 3.46175 3.40780 -0.27322
F -4.51083 -1.00035 -0.36708
O 2.86111 -2.26782 0.87251
O 0.81197 2.00277 -0.59981
O 3.13985 -4.46778 0.45855
O 0.41189 -1.22708 -0.05953
O 3.16577 0.64989 3.01039
N 2.43339 5.63448 0.75550
N -8.26129 -3.22988 -0.68525
N 5.41465 0.42761 2.84920
N -5.47016 -3.60770 -0.44268
N -0.84775 -5.10304 -0.06698
N 5.38028 0.54718 0.00290
N 0.85571 4.28896 -0.14056
C 1.35601 6.57059 1.05216
C -3.12496 2.17307 -1.80773
C 0.09742 -2.40350 0.01826
C 2.16331 4.45123 0.12218
C -1.85504 4.44465 -0.84278
C 4.54465 6.74174 0.01109
C -1.79133 2.12022 -1.43045
C 2.49313 -3.41210 0.53787
C 0.93644 7.41910 -0.14477
C -1.25795 -6.48003 -0.07826
C -3.82939 3.36597 -1.69952
C 7.04784 2.24648 0.14508
C -6.23781 -3.10747 0.68956
C 0.31450 3.12784 -0.53639
C -2.26544 -1.71769 -0.18488
C 7.38065 2.06305 -1.18565
C -1.78473 -4.09298 -0.14365
C -7.65059 -3.64783 0.62627
C 6.70539 1.09615 -1.91296
C 6.03767 1.47214 0.70028
C -0.43001 -7.46392 -0.83720
C 4.16932 -0.03385 3.15823
C -1.14536 3.25356 -0.94517
C -3.59362 -2.00734 -0.29663
C 0.98245 -3.53687 0.21990
C 3.78523 6.02160 1.12056
C -3.15830 -4.36148 -0.25312
C -3.19067 4.50044 -1.21651
C 0.47080 -4.78256 0.15575
C 5.61017 1.67136 2.13406
C -4.06163 -3.32235 -0.33190
C 4.11168 -1.43878 3.68935
C -1.78225 -7.07056 -1.35693
C -6.03888 -3.17625 -1.71129
C 5.72126 0.36434 -1.26886
C -7.44500 -3.72050 -1.85138
C -1.34711 -2.76322 -0.10601
H 0.10171 8.07078 0.12474
H 5.07394 -1.78522 4.06566
H 6.15100 -0.25691 2.80600
H -1.34024 5.31865 -0.46732
H -2.59480 -7.78156 -1.29424
H 3.71315 6.66368 2.00231
H 0.62351 6.76764 -0.95984
H -1.20873 1.20927 -1.50222
H -3.53237 -5.37469 -0.27756
H -7.92664 -3.37918 -2.76554
H 8.15486 2.66367 -1.64592
H -6.26542 -2.00771 0.72751
H 4.65489 2.20120 2.13740
H -8.29400 -2.20758 -0.71884
H 0.49760 6.00912 1.41615
H -7.66017 -4.73622 0.64362
H -5.77484 -3.45387 1.61265
H -5.43192 -3.56911 -2.52592
H -3.73621 5.43278 -1.13311
H -7.45545 -4.80815 -1.80512
H 6.34204 2.29623 2.65098
H -1.89330 -0.69978 -0.15293
H -1.70937 -6.81975 0.84897
H 1.14960 -5.61623 0.28004
H 5.17280 -0.40622 -1.80096
H -9.22110 -3.56567 -0.75505
H -1.80500 -6.41440 -2.21652
H 5.56260 6.96864 0.33659
H 4.59690 6.09919 -0.86723
H 3.78827 -2.07706 2.86172
H 0.43573 -7.08576 -1.36158
H -4.87072 3.41435 -1.99639
H 7.55112 2.98995 0.74962
H -0.30602 -8.44463 -0.40195
H -6.05989 -2.08033 -1.81486
H 1.75804 8.04560 -0.49375
H -3.61621 1.28502 -2.18955
H 4.32985 5.12090 1.39891
H 6.92723 0.91168 -2.95488
H 4.05831 7.67963 -0.26179
H 3.36507 -1.48506 4.47939
H 1.70451 7.21672 1.86096
H -8.27427 -3.25469 1.42672
```

> Which of these has the highest total charge?

C37H43BN8SSbY

> Which value of maximum force does entry 1 give?

0.7 eV/A